Here is a molecular structure, C24H35GaINO4P2 in a non-equilibrium geometry from the OMol25 dataset. Energies are from wB97M-V/def2-TZVPD.

Each line ends with the natural charge from an NBO analysis.
CARTESIAN COORDINATES (ANGSTROEM)
C 2.64236 -5.27238 -2.16161  -0.769
C 2.06652 -4.17479 -1.37856  0.479
H 2.55283 -6.20765 -1.61632  0.269
H 3.69814 -5.11078 -2.37744  0.277
H 2.09843 -5.40780 -3.09625  0.280
O 1.50196 -4.24761 -0.29084  -0.542
I 2.36899 -2.41984 -2.47445  0.179
Ga 0.64773 -0.97980 0.01186  1.147
P -0.94224 -2.22005 -1.44650  0.960
C -2.41315 -2.40534 -0.39088  -0.980
C -1.49122 -0.90261 -2.59032  -0.962
H -2.32136 -1.29661 -3.20740  0.266
H -2.03667 -3.76947 -2.90378  0.282
H -0.66209 -0.59945 -3.25198  0.257
H -0.31133 -3.68698 -3.28365  0.258
H -2.62574 -1.45584 0.12685  0.307
H -1.84637 -0.02206 -2.02665  0.297
C -1.03605 -3.71072 -2.47365  -0.935
H -3.26336 -2.68889 -1.03628  0.272
H -0.85952 -4.59672 -1.86640  0.263
H -2.22379 -3.20311 0.34380  0.244
P 3.02535 -1.25959 0.69886  0.941
C 3.06522 -0.97046 2.49244  -0.963
C 4.26553 -2.58854 0.54176  -0.932
H 4.05839 0.13403 -1.02715  0.261
H 4.99119 0.12084 0.50212  0.268
H 3.49807 1.10401 0.36874  0.269
C 3.98391 0.16952 0.06535  -0.938
H 4.53774 -2.77562 -0.50069  0.260
H 5.17191 -2.29119 1.08439  0.280
H 4.11865 -0.85404 2.79045  0.277
H 2.62322 -1.83144 3.00966  0.254
H 3.88466 -3.51886 0.97148  0.267
H 2.50286 -0.06143 2.74136  0.274
C 0.05644 -1.90724 1.65774  0.533
O -0.24673 -2.49919 2.60858  -0.302
C -4.62893 2.23377 -0.96870  -0.641
C -3.21845 2.64368 -1.26179  -0.005
C -2.72666 2.46341 -2.55979  -0.233
C -1.38996 2.75592 -2.85654  -0.211
C -0.53595 3.17922 -1.85413  -0.236
C -1.00793 3.34063 -0.56286  0.121
N -0.06865 3.65438 0.41938  -0.587
C 0.11914 3.08998 1.67735  0.210
C 0.95986 3.67455 2.63871  -0.243
C 1.07693 3.11608 3.91970  -0.167
C 0.35384 1.98421 4.29291  -0.255
C -0.45596 1.35662 3.35564  -0.203
C -0.48604 1.86470 2.06681  -0.179
C -0.93716 0.95313 1.00026  0.790
O -2.03778 0.38531 0.94734  -0.609
O 0.03474 0.83312 0.05202  -0.867
C -2.37127 3.15718 -0.27195  0.030
C -2.94066 3.44992 1.07526  -0.670
H -4.66426 1.46120 -0.20034  0.222
H -5.23124 3.07634 -0.63450  0.236
H -5.09496 1.83040 -1.86573  0.222
H -3.41332 2.07011 -3.33120  0.220
H -1.02061 2.60319 -3.87906  0.222
H 0.51599 3.33697 -2.04789  0.208
H 0.73659 4.17532 0.11179  0.402
H 1.55666 4.54885 2.36917  0.230
H 1.74235 3.57854 4.64533  0.238
H 0.43317 1.53508 5.26861  0.233
H -1.05678 0.46678 3.56467  0.224
H -3.07641 2.53175 1.67688  0.230
H -2.31038 4.14507 1.64096  0.228
H -3.93636 3.91227 0.95706  0.239

Properties
highest occupied orbital energy = -12.269 eV
spin multiplicity = 1
orbital gap = 4.82 eV
LUMO level = -0.2737 Ha
charge = +2
ΔE to the lowest compared entry with this formula, charge and spin = 0.0 kJ/mol